i | The following is a DFT calculation (ωB97M-V/def2-TZVPD) of the molecule CH3IS.

The HOMO-LUMO gap is 9.41 eV. Its structure (SMILES) is SCI. Its HOMO energy is -0.347 hartree.

Positions of all 6 atoms, in Å:
C  -0.422  -0.149  0.380
S  0.638  1.341  0.060
I  -2.573  0.073  -0.008
H  -0.187  -1.157  0.037
H  -0.261  -0.220  1.394
H  -0.024  1.678  -0.987

***

ii | The following is a DFT calculation (ωB97M-V/def2-TZVPD) of a cluster of 2 separate species, CH3IS in total.

The HOMO-LUMO gap (alpha / beta) is 9.33 / 5.97 eV. Its HOMO energy (alpha / beta) is -0.358 / -0.309 hartree.

Positions of all 6 atoms, in Å:
C  0.157  -1.391  -0.082
S  -0.054  2.199  0.096
I  -1.693  -1.056  -0.980
H  1.016  -1.145  -0.592
H  -0.007  -1.764  1.021
H  0.583  3.158  0.537

***

Name the least stable of them. ii.